# C4H16O7

A 5-piece molecular cluster, C4H16O7 overall at a distorted geometry (the ωB97M-V functional and the def2-TZVPD basis, the OMol25 dataset).

## Properties
Calculated total energy: -18739.134 eV
HOMO-LUMO gap: 0.394 Eh
Highest occupied orbital energy: -10.520 eV
Molecular weight: 176.2 g mol⁻¹
SMILES: C[C@@H](O)CC(=O)O.O.O.O.O
LUMO: 0.007 Ha

ORCA input file:
```
! RIJCOSX wB97M-V def2-TZVPD def2/J DEFGRID3
* xyz 0 1
C -1.45899 -1.72427 1.56871
C -0.03806 -1.63593 0.96469
O -0.42807 -1.87894 -0.45095
C 0.46412 -0.20612 0.82785
C -0.42149 1.01200 0.97687
O -1.62262 1.03370 0.90374
O 0.35182 2.10245 1.08821
H -2.23127 -1.21842 0.97831
H -1.50059 -1.18752 2.52746
H -1.71686 -2.77047 1.79899
H 0.69364 -2.38211 1.26624
H -0.48336 -2.79452 -0.74022
H 1.26307 -0.01011 1.51014
H 0.89339 -0.36070 -0.18095
H -0.04106 2.90083 1.47706
O 3.28887 -0.85327 1.23049
H 3.05017 -0.13718 1.80984
H 3.22867 -0.52087 0.32030
O 2.39032 0.99415 -1.58748
H 1.73119 0.94279 -2.29948
H 1.74425 1.14135 -0.87703
O -1.67992 0.11884 -2.90372
H -2.20511 0.37342 -2.14079
H -1.63570 -0.85007 -2.95710
O -1.52931 2.80539 -1.87932
H -1.35546 2.67743 -0.94102
H -0.75166 2.42815 -2.29082
*
```

=====

# C4H16Si3

A 2-piece molecular cluster, C4H16Si3 overall at a distorted geometry (the ωB97M-V functional and the def2-TZVPD basis, the OMol25 dataset).

## Properties
Calculated total energy: -28035.900 eV
HOMO-LUMO gap (spin up / spin down): 0.299 / 0.267 Eh
Highest occupied orbital energy (spin up / spin down): -8.952 / -7.582 eV
Molecular weight: 148.4 g mol⁻¹
LUMO (spin up / spin down): -0.030 / -0.011 Ha

ORCA input file:
```
! RIJCOSX wB97M-V def2-TZVPD def2/J DEFGRID3
* xyz 0 1
C 2.23455 1.01930 -1.74416
C -1.41304 -1.03939 -1.49130
C -2.86200 -0.54874 1.23057
C -0.32587 2.90729 1.10696
Si 2.66999 0.20956 -0.09402
Si -1.28858 -1.27568 0.53870
Si 0.70805 -0.09989 1.13238
H 1.19020 0.89352 -2.02411
H 2.31209 2.11608 -1.53741
H 2.85334 0.66473 -2.65621
H -2.38883 -0.97209 -1.83838
H -0.85628 -0.15891 -1.62212
H -0.91820 -1.87497 -1.85808
H -3.00821 -0.85907 2.30968
H -2.95472 0.51193 1.12410
H -3.79334 -0.73422 0.66111
H -0.73257 2.89181 0.08958
H -1.13318 3.28429 1.80186
H 0.59679 3.32521 1.22053
H 3.85790 -0.76136 -0.18255
H 3.28820 1.43206 0.55937
H -1.31529 -2.71994 1.04343
H 0.66286 -0.33144 2.58761
*
```

=====

# C4H17CeNO3P

C4H17CeNO3P as an isolated structure at a distorted geometry (the ωB97M-V functional and the def2-TZVPD basis, the OMol25 dataset).

## Properties
Calculated total energy: -34263.477 eV
HOMO-LUMO gap (spin up / spin down): 0.312 / 0.312 Eh
Highest occupied orbital energy (spin up / spin down): -11.722 / -11.883 eV
Molecular weight: 298.3 g mol⁻¹
LUMO (spin up / spin down): -0.119 / -0.124 Ha

ORCA input file:
```
! RIJCOSX wB97M-V def2-TZVPD def2/J DEFGRID3
* xyz 1 1
C -0.62548 -1.33980 -1.69170
Ce 0.61233 0.34402 -0.71513
N 1.09846 1.60135 1.51349
H 1.66246 1.11236 -1.96283
H 0.83338 2.63217 1.48557
H 0.06420 -1.17336 0.26944
H 0.18739 -1.80257 -2.30850
H -1.34443 -0.93072 -2.43307
H -1.11981 -2.10665 -1.09458
H 0.48996 1.16927 2.20455
H 2.06233 1.55656 1.84205
C -2.63760 1.74075 2.62197
O -2.64326 1.82403 1.16526
P -2.03207 0.57683 0.26999
O -3.37094 -0.09882 -0.33128
C -4.65154 0.54955 -0.51160
O -1.42865 1.44690 -1.13344
C -2.22860 2.32954 -1.95727
H -2.06527 2.59990 3.00821
H -2.21920 0.79288 2.99370
H -3.66888 1.83380 2.98907
H -5.21687 0.51385 0.43066
H -4.60017 1.59135 -0.87095
H -5.15659 -0.05901 -1.26925
H -2.86238 1.73844 -2.62777
H -2.81879 3.00501 -1.33967
H -1.49863 2.90612 -2.54429
*
```

=====

# C4H17LiNO4

C4H17LiNO4 as an isolated structure at a distorted geometry (the ωB97M-V functional and the def2-TZVPD basis, the OMol25 dataset).

## Properties
<S²>: 0.755
Calculated total energy: -14291.979 eV
HOMO-LUMO gap (spin up / spin down): 0.461 / 0.232 Eh
Highest occupied orbital energy (spin up / spin down): -18.766 / -18.669 eV
Molecular weight: 150.1 g mol⁻¹
LUMO (spin up / spin down): -0.229 / -0.454 Ha

ORCA input file:
```
! RIJCOSX wB97M-V def2-TZVPD def2/J DEFGRID3
* xyz 2 2
Li -0.47373 -2.03807 -0.14784
O -0.81726 -1.91522 -2.02606
H -0.21242 -1.65117 -2.71937
H -1.13606 -2.77509 -2.30033
O -2.20974 -2.97246 0.18695
H -2.40068 -3.29820 -0.69263
H -3.00787 -3.14657 0.68585
O 1.37223 -2.58863 0.54925
H 1.78398 -3.33013 0.10555
H 2.09574 -2.13717 0.98393
C -1.29739 1.31068 -0.67038
C -0.16635 0.86965 0.23938
C 0.43160 2.00563 1.19169
O 1.17543 3.04067 0.49492
C 2.44348 2.67725 -0.03140
N -0.64610 -0.36045 0.94565
H -1.83094 0.51384 -1.18851
H -0.91480 2.11058 -1.30433
H -2.05475 1.77158 -0.03629
H 0.52024 0.54691 -0.54327
H 0.95250 1.64621 2.07915
H -0.43362 2.45918 1.67521
H 3.16104 2.64966 0.78863
H 2.55012 3.50355 -0.73423
H 2.51173 1.81406 -0.69347
H 0.03351 -0.62580 1.64409
H -1.42983 -0.08041 1.51787
*
```